(1)
A structure of composition C4H6OS at a distorted geometry, computed with ωB97M-V/def2-TZVPD.

- multiplicity = 1
- gap between HOMO and LUMO (eV) = 8.92
- E_LUMO (hartree) = 0.016
- energy above the lowest of the compared OMol25 structures with the same formula, charge and spin (eV) = 4.5518

Positions of all 12 atoms, in Å:
C: 1.270 1.579 0.376
C: -0.407 -1.661 0.460
C: 1.064 0.251 0.184
C: -0.182 -0.372 0.226
O: -1.496 0.838 0.000
S: -2.968 0.368 0.053
H: 2.191 2.035 0.075
H: 0.604 2.316 0.535
H: -1.357 -2.168 0.690
H: 0.333 -2.509 0.498
H: 1.998 -0.364 -0.104
H: -3.207 0.443 -1.261

Mulliken analysis output, partial charges in e: atom 1 (C): -0.770, atom 2 (C): -0.742, atom 3 (C): -0.216, atom 4 (C): 0.745, atom 5 (O): -0.327, atom 6 (S): -0.124, atom 7 (H): 0.246, atom 8 (H): 0.363, atom 9 (H): 0.254, atom 10 (H): 0.238, atom 11 (H): 0.215, atom 12 (H): 0.119

---

(2)
An isolated molecule of C5H8O, computed with ωB97M-V/def2-TZVPD.

- multiplicity = 1
- gap between HOMO and LUMO (eV) = 7.94
- E_LUMO (hartree) = 0.016
- energy above the lowest of the compared OMol25 structures with the same formula, charge and spin (eV) = 6.0711

Positions of all 14 atoms, in Å:
O: 0.916 0.972 1.515
C: 0.505 0.094 0.239
C: 0.603 0.760 -1.074
C: -0.697 0.748 -0.277
C: -1.311 -0.686 -0.409
C: -0.118 -1.266 0.407
H: 1.724 1.487 1.333
H: 1.127 1.712 -1.135
H: 0.793 0.118 -1.939
H: 0.061 1.522 1.252
H: -2.293 -0.818 0.055
H: -1.360 -1.063 -1.438
H: -0.390 -1.452 1.449
H: 0.440 -2.127 0.022

Mulliken analysis output, partial charges in e: atom 1 (O): -0.410, atom 2 (C): 0.451, atom 3 (C): -0.468, atom 4 (C): -0.768, atom 5 (C): -0.434, atom 6 (C): -0.820, atom 7 (H): 0.434, atom 8 (H): 0.209, atom 9 (H): 0.207, atom 10 (H): 0.575, atom 11 (H): 0.282, atom 12 (H): 0.229, atom 13 (H): 0.248, atom 14 (H): 0.264

---

(3)
A cluster of 2 separate species, C3H7O3 in total at a distorted geometry, computed with ωB97M-V/def2-TZVPD.

- multiplicity = 2
- gap between HOMO and LUMO (spin up / spin down) (eV) = 8.99 / 10.36
- expectation value of S² = 0.75
- E_LUMO (spin up / spin down) (hartree) = 0.035 / -0.006
- energy above the lowest of the compared OMol25 structures with the same formula, charge and spin (eV) = 1.5228

Positions of all 13 atoms, in Å:
H: -1.835 -1.223 4.441
C: -3.373 -2.003 4.305
O: -4.241 -1.310 4.652
C: -3.270 -3.002 3.159
O: -4.143 -2.407 2.212
C: -4.389 -3.114 0.988
H: -2.225 -3.001 2.829
H: -3.585 -3.975 3.549
H: -4.933 -2.373 0.370
H: -3.518 -3.412 0.370
H: -5.096 -3.961 1.093
O: -1.225 -0.844 3.739
H: -0.390 -0.681 4.214

Mulliken analysis output, partial charges in e: atom 1 (H): 0.366, atom 2 (C): -0.064, atom 3 (O): -0.297, atom 4 (C): -0.158, atom 5 (O): -0.268, atom 6 (C): -0.728, atom 7 (H): 0.310, atom 8 (H): 0.326, atom 9 (H): 0.251, atom 10 (H): 0.293, atom 11 (H): 0.285, atom 12 (O): -0.627, atom 13 (H): 0.311